{
  "formula": "C5H15NO2",
  "method": "wB97M-V/def2-TZVPD",
  "fmax_ha_per_bohr": 0.033,
  "e_above_lowest_kcal_mol": 0.0,
  "homo_energy_ha": -0.3719,
  "total_charge": 0,
  "smiles": "CC(=O)O.CCC.N",
  "orbital_gap_ha": 0.4004,
  "symbols": ["C", "C", "O", "O", "H", "H", "H", "H", "C", "C", "C", "H", "H", "H", "H", "H", "H", "H", "H", "N", "H", "H", "H"],
  "positions_angstrom": [[0.24749, 0.57801, 2.54868], [-0.52448, 1.76429, 2.04963], [-0.31340, 2.92405, 2.35152], [-1.66085, 1.39091, 1.43322], [-0.35497, 0.03965, 3.27825], [1.17537, 0.90279, 3.00980], [0.44888, -0.08142, 1.70749], [-2.17559, 2.17782, 1.19816], [0.67689, -2.45404, -2.25303], [0.30142, -1.21651, -1.44564], [-1.07847, -1.34685, -0.81128], [0.69573, -3.33554, -1.61322], [-0.04891, -2.62729, -3.04660], [1.65967, -2.33936, -2.70713], [1.04712, -1.05215, -0.66398], [0.31634, -0.34004, -2.09773], [-1.83949, -1.48862, -1.57800], [-1.10963, -2.20404, -0.13850], [-1.32383, -0.45308, -0.24149], [0.83064, 2.10560, -0.13863], [0.88628, 2.92519, 0.48755], [0.38180, 2.36999, -1.00324], [1.76197, 1.76067, -0.32583]],
  "forces_ev_per_angstrom": [[0.15, 0.08, -0.44], [-0.65, 0.78, 1.39], [0.05, -0.69, -0.40], [-0.09, -0.22, -0.28], [-0.08, 0.02, 0.00], [-0.02, 0.04, -0.04], [0.03, -0.11, 0.04], [0.24, 0.05, 0.14], [0.04, 0.20, 0.09], [-0.13, -0.18, -0.05], [0.21, 0.15, -0.01], [0.01, -0.09, 0.01], [-0.03, -0.05, -0.07], [0.06, -0.07, -0.07], [0.03, 0.08, -0.02], [0.06, 0.05, 0.04], [-0.08, -0.04, -0.03], [-0.05, -0.06, 0.04], [-0.09, 0.01, 0.05], [0.12, 0.48, 0.57], [0.08, -0.61, -0.72], [0.11, 0.06, -0.10], [0.03, 0.13, -0.15]]
}

=====

{
  "formula": "C5H15NO2",
  "method": "wB97M-V/def2-TZVPD",
  "fmax_ha_per_bohr": 0.029,
  "e_above_lowest_kcal_mol": 46.2,
  "homo_energy_ha": [-0.5017, -0.4999],
  "multiplicity": 2,
  "total_charge": 1,
  "orbital_gap_ha": [0.3961, 0.1721],
  "symbols": ["C", "C", "C", "C", "C", "O", "N", "H", "H", "H", "H", "H", "H", "H", "H", "H", "H", "H", "H", "H", "H", "H", "O"],
  "positions_angstrom": [[0.43546, 0.48760, 2.79685], [-0.05279, 0.26816, 1.36912], [0.68400, -0.90530, 0.74726], [0.12063, -1.35865, -0.60404], [1.08752, -1.00997, -1.79906], [0.88222, 0.34344, -2.03318], [-1.50752, 0.02946, 1.28428], [0.27300, -0.39651, 3.42586], [1.49148, 0.77564, 2.89252], [-0.12586, 1.29738, 3.26719], [0.18384, 1.16426, 0.79519], [0.71144, -1.79720, 1.39083], [1.73450, -0.61894, 0.62751], [-0.12920, -2.41439, -0.72905], [-0.84472, -0.86285, -0.77716], [0.80143, -1.53943, -2.72075], [2.13316, -1.13423, -1.54713], [-0.06012, 0.53565, -2.29908], [-1.96791, 0.79149, 1.77563], [-1.70214, -0.77448, 1.87842], [-0.77530, 2.44469, -1.15403], [-1.99248, 1.55848, -1.18544], [-1.22159, 1.80164, -1.72202]],
  "forces_ev_per_angstrom": [[0.12, 0.23, 0.63], [-0.19, -0.37, 0.30], [0.53, -0.40, -0.62], [-1.12, 0.05, 0.10], [0.54, 1.24, -0.58], [0.27, -0.77, 0.17], [0.40, 0.28, 0.39], [0.03, 0.02, -0.23], [-0.18, -0.21, -0.31], [-0.06, 0.03, -0.09], [-0.07, 0.15, -0.19], [-0.18, 0.24, 0.07], [-0.01, -0.09, 0.15], [0.46, -0.11, 0.12], [0.16, 0.00, 0.08], [-0.30, -0.36, 0.29], [0.07, -0.19, -0.01], [-0.14, 0.55, 0.18], [-0.11, 0.05, -0.16], [-0.16, -0.13, -0.16], [0.11, 0.08, -0.28], [0.00, -0.15, -0.26], [-0.18, -0.15, 0.41]]
}

=====

{
  "formula": "C5H15NO3",
  "method": "wB97M-V/def2-TZVPD",
  "fmax_ha_per_bohr": 0.050,
  "e_above_lowest_kcal_mol": 71.6,
  "homo_energy_ha": -0.3137,
  "total_charge": 0,
  "smiles": "C=C/C=C/NC.O.O.O",
  "orbital_gap_ha": 0.3373,
  "symbols": ["C", "C", "C", "C", "N", "C", "H", "H", "H", "H", "H", "H", "H", "H", "H", "O", "H", "H", "O", "H", "H", "O", "H", "H"],
  "positions_angstrom": [[0.74958, 2.16029, -2.02003], [-0.02669, 1.10162, -1.78165], [0.45662, 0.01707, -0.91441], [1.43164, -0.89311, -0.92023], [1.71755, -1.48729, 0.34867], [1.04279, -2.77629, 0.50654], [0.40965, 2.98717, -2.61878], [1.76764, 2.16479, -1.66143], [-1.09025, 1.16642, -1.99300], [-0.10176, 0.00129, 0.01959], [1.95218, -1.35653, -1.74917], [1.65620, -0.79614, 1.07841], [1.71942, -3.59709, 0.28641], [0.68716, -2.77512, 1.53429], [0.18688, -2.88181, -0.15842], [-2.45079, -1.11247, 0.47421], [-1.81065, -1.80783, 0.64501], [-2.32636, -0.87838, -0.45356], [0.63089, 0.98629, 2.47947], [-0.24976, 1.11395, 2.83118], [1.22293, 1.71596, 2.66468], [-2.38514, 1.92749, 0.54082], [-1.89192, 2.14107, -0.21350], [-2.47135, 1.00383, 0.56804]],
  "forces_ev_per_angstrom": [[-0.20, -0.54, -0.44], [0.82, 0.32, 0.21], [-0.74, 0.14, 0.17], [-0.15, -0.10, 0.85], [0.36, -0.28, -1.68], [0.37, 0.76, 0.72], [-0.12, 0.30, 0.05], [0.14, 0.05, -0.08], [0.02, -0.26, -0.36], [0.15, 0.27, 0.22], [0.11, 0.52, -0.31], [-0.62, -0.32, 0.31], [0.04, -0.24, 0.26], [0.00, -0.68, 0.12], [-0.22, 0.14, -0.10], [-0.20, 0.25, -0.13], [0.13, -0.04, 0.00], [0.03, -0.25, 0.02], [0.46, -0.92, -0.49], [0.02, 0.57, 0.14], [-0.45, 0.29, 0.27], [-1.01, 1.68, 1.64], [1.18, 0.45, -1.58], [-0.12, -2.11, 0.17]]
}

=====

{
  "formula": "C5H15NO4",
  "method": "wB97M-V/def2-TZVPD",
  "fmax_ha_per_bohr": 0.104,
  "e_above_lowest_kcal_mol": 116.8,
  "homo_energy_ha": -0.3752,
  "total_charge": 0,
  "smiles": "CC(C)(C)CO.O=NO.O",
  "orbital_gap_ha": 0.3676,
  "symbols": ["C", "C", "C", "C", "C", "O", "H", "H", "H", "H", "H", "H", "H", "H", "H", "H", "H", "H", "O", "N", "O", "H", "O", "H", "H"],
  "positions_angstrom": [[1.36269, -1.67625, -1.65458], [0.77162, -0.60031, -0.73742], [1.02412, -0.98515, 0.72360], [1.41668, 0.76131, -1.02618], [-0.72800, -0.45213, -1.02994], [-1.61338, -1.49386, -0.65170], [0.87946, -2.63919, -1.48464], [2.43042, -1.78453, -1.46482], [1.26777, -1.39584, -2.70383], [2.09460, -0.99775, 0.93026], [0.62201, -1.97217, 0.95116], [0.62614, -0.24011, 1.40871], [1.25258, 1.05892, -2.06194], [0.96679, 1.52437, -0.39140], [2.48481, 0.73408, -0.81487], [-0.88587, -0.28140, -2.09918], [-1.10765, 0.45512, -0.54740], [-1.20813, -2.21830, -0.16582], [-1.30388, 1.04450, 3.00791], [-1.63814, 0.81954, 1.82965], [-2.95621, 0.87466, 1.56594], [-2.98610, 0.74624, 0.58309], [-0.86517, 2.90241, 1.53205], [-0.43391, 2.26239, 2.40300], [-1.47324, 3.55343, 1.89836]],
  "forces_ev_per_angstrom": [[0.13, 0.23, 0.11], [-0.10, -0.14, -0.11], [0.16, 0.33, -0.11], [-0.31, -0.16, 0.15], [-0.24, 0.52, 0.00], [-0.30, -0.39, 0.04], [0.02, -0.06, -0.11], [0.06, -0.11, 0.11], [-0.19, -0.05, -0.05], [0.11, -0.23, -0.16], [-0.03, -0.02, 0.18], [-0.31, -0.09, 0.02], [0.11, -0.01, -0.09], [0.01, 0.10, 0.07], [0.07, -0.02, -0.11], [0.22, -0.15, -0.11], [0.32, 0.05, 0.11], [0.33, 0.28, -0.05], [-2.46, -1.60, -2.86], [1.19, -0.54, 2.40], [0.20, 0.11, 0.29], [0.11, -0.12, 0.94], [2.57, -1.39, 2.55], [-1.84, 3.52, -3.56], [0.15, -0.05, 0.35]]
}

=====

{
  "formula": "C5H15NO4P2S",
  "method": "wB97M-V/def2-TZVPD",
  "fmax_ha_per_bohr": 0.094,
  "homo_energy_ha": -0.3293,
  "total_charge": 0,
  "orbital_gap_ha": 0.3329,
  "symbols": ["C", "C", "P", "C", "O", "P", "O", "O", "S", "O", "C", "C", "N", "H", "H", "H", "H", "H", "H", "H", "H", "H", "H", "H", "H", "H", "H", "H"],
  "positions_angstrom": [[-0.59012, 0.79084, -3.00338], [-0.06460, -0.63307, -2.37540], [-1.43476, -1.52848, -1.29940], [-0.51123, -3.11287, -0.73198], [-1.80629, -0.39979, -0.09867], [-1.27964, -0.49627, 1.46910], [-0.39836, -1.64994, 2.02414], [-2.70380, -0.42097, 2.53591], [-2.19438, -0.00406, 4.12337], [-0.39948, 1.00257, 1.85594], [0.28859, 1.46116, 0.63949], [1.68383, 2.31933, 0.95053], [2.64351, 1.49385, 1.79964], [-0.21686, 1.73655, -2.42411], [-1.76352, 0.77068, -3.03869], [-0.22154, 0.90237, -4.12884], [0.08441, -1.36205, -3.30906], [0.96799, -0.58462, -1.82883], [-0.15851, -3.70458, -1.70430], [-1.19626, -3.74499, -0.02449], [0.49178, -2.75067, -0.19549], [-0.86222, -0.41739, 4.35646], [0.66170, 0.47664, 0.07961], [-0.49465, 2.07490, 0.00690], [1.48204, 3.39711, 1.35690], [2.21240, 2.43917, -0.11260], [3.53910, 1.41412, 1.23461], [2.24087, 0.53046, 1.84265]],
  "forces_ev_per_angstrom": [[-0.04, -0.10, -0.53], [0.48, -0.29, -0.67], [0.32, -0.99, -3.06], [1.73, 0.58, 0.71], [1.40, -0.46, 3.75], [1.68, -0.05, 4.07], [-2.64, 3.05, -2.71], [3.73, 0.14, -2.21], [0.20, 0.13, 0.65], [-1.55, -2.22, -2.17], [1.08, 0.18, -0.83], [-0.40, -0.45, -1.44], [-0.21, -0.12, -1.67], [-0.79, -1.93, -0.96], [2.26, 0.18, 0.14], [-0.71, -0.28, 2.49], [-0.39, 1.32, 2.16], [-1.82, 0.13, -1.07], [-1.18, 1.35, 1.98], [1.51, 1.18, -1.43], [-2.21, -1.21, -0.82], [-1.37, -0.03, -1.04], [-0.74, 2.29, 0.79], [1.83, -1.20, 1.04], [0.28, -2.21, -0.46], [-1.52, 0.01, 2.02], [-1.52, 0.00, 1.13], [0.57, 1.02, 0.12]]
}